ORCA calculation (wB97M-V/def2-TZVPD) on 8 unconnected molecules or ions with the total composition C34H92N8O9 at a distorted geometry.

Last column: Löwdin charge in e.
Atoms and positions in Å:
C -3.703370 4.779073 -0.614434  -0.0958
O -4.507681 3.824947 0.050044  -0.2044
C -5.907186 3.983344 -0.216358  -0.2210
C -6.377195 3.754169 -1.633295  -0.2109
N -5.902233 2.406842 -2.015389  -0.0385
C -5.319458 2.315509 -3.364712  -0.2056
C -3.859419 2.778689 -3.617974  -0.2219
O -3.198576 1.957177 -4.541968  -0.2144
C -3.758556 1.764804 -5.826358  -0.0933
H -3.935903 5.817458 -0.353226  0.0958
H -3.738720 4.712526 -1.703851  0.0623
H -2.716970 4.522315 -0.224668  0.0924
H -6.225398 4.984043 0.090756  0.1250
H -6.476537 3.244221 0.350124  0.1135
H -5.898104 4.523827 -2.258841  0.1071
H -7.443441 3.935334 -1.766096  0.1207
H -5.015563 2.315487 -1.512306  0.0807
H -5.965435 2.815737 -4.091818  0.1142
H -5.345128 1.243930 -3.587135  0.1147
H -3.274908 2.631257 -2.702294  0.1112
H -3.758796 3.846007 -3.850717  0.1169
H -4.850731 1.696578 -5.825335  0.0788
H -3.465314 0.763250 -6.140448  0.0849
H -3.452586 2.577313 -6.488017  0.0914
C 4.895547 4.106981 -2.519675  -0.0522
C 4.674909 5.017188 -1.298494  -0.4111
C 3.282863 5.694333 -1.308992  -0.1922
O 2.277291 4.834476 -1.833267  -0.2104
C 0.959777 5.318707 -1.878308  -0.1122
N 5.017642 4.316324 -0.053533  0.0376
H 5.952604 4.076425 -2.788758  0.0743
H 4.312349 4.423803 -3.381329  0.0732
H 4.674372 3.065142 -2.283558  0.0706
H 5.362870 5.862618 -1.351947  0.1288
H 3.329396 6.525793 -2.019942  0.1226
H 3.037428 6.056579 -0.306714  0.1202
H 0.288306 4.465087 -1.807293  0.0751
H 0.708856 5.981890 -2.710843  0.0863
H 0.799297 5.918343 -0.970717  0.0840
H 5.125152 5.019333 0.673143  0.0718
H 4.202142 3.794315 0.264425  0.0722
C -0.507189 1.251436 -0.464188  -0.0526
C 0.463213 0.257363 0.122666  -0.4250
C 1.881548 0.789416 -0.099520  -0.2059
O 2.975492 -0.022688 0.225853  -0.1898
C 3.131982 -1.216391 -0.502269  -0.0952
N 0.135303 0.008236 1.532877  0.0712
H -1.536954 1.031844 -0.176387  0.0584
H -0.473977 1.266479 -1.557460  0.0642
H -0.395666 2.293029 -0.146635  0.0808
H 0.371759 -0.742726 -0.327921  0.1255
H 1.951813 1.617448 0.613238  0.1303
H 1.893426 1.222713 -1.106225  0.1221
H 4.078224 -1.713388 -0.289625  0.0911
H 2.885606 -1.194366 -1.566390  0.0819
H 2.422675 -1.932099 -0.055795  0.0444
H -0.812339 -0.375259 1.645744  0.0287
H 0.772750 -0.669459 1.936957  0.0638
C -0.301753 -2.401313 -5.184977  -0.0581
C -0.091398 -1.091632 -4.460424  -0.4192
C -1.394834 -0.654915 -3.793512  -0.2034
O -1.655351 -1.451235 -2.628854  -0.2069
C -2.978439 -1.148336 -2.198059  -0.1073
N 0.981344 -1.217785 -3.475880  0.0531
H -0.825063 -3.145038 -4.588302  0.0709
H 0.651187 -2.820727 -5.523216  0.0781
H -0.732404 -2.204809 -6.171463  0.0789
H 0.217065 -0.265144 -5.107257  0.1424
H -2.251023 -0.713452 -4.471250  0.1135
H -1.302058 0.371375 -3.421183  0.1033
H -3.697596 -1.314931 -3.002949  0.0915
H -3.018622 -0.054642 -2.057731  0.0699
H -3.346940 -1.448702 -1.218572  0.0880
H 0.646722 -1.866300 -2.765350  0.0464
H 1.087478 -0.328270 -2.994396  0.0579
C -0.296085 -2.953881 6.727334  -0.0579
C -0.268069 -4.250618 5.859903  -0.4278
C 1.009628 -4.456462 5.091136  -0.1941
O 0.981963 -3.457959 4.059585  -0.2119
C 2.133564 -3.448148 3.232932  -0.1055
N -0.578589 -5.373019 6.776809  0.0301
H -1.294560 -2.772981 7.114444  0.0730
H -0.060979 -2.098312 6.088626  0.0695
H 0.488486 -3.006470 7.482455  0.0740
H -1.097287 -4.057046 5.179502  0.1300
H 1.061511 -5.467741 4.675722  0.1245
H 1.907365 -4.197945 5.664068  0.1324
H 2.591301 -4.435894 3.311132  0.0934
H 2.828083 -2.675017 3.588681  0.0867
H 1.898840 -3.110956 2.222113  0.0529
H -0.714075 -6.141137 6.117622  0.0648
H 0.194942 -5.703376 7.344754  0.0691
C -2.859245 1.717850 2.650267  -0.0463
C -3.846985 0.737940 1.970863  -0.4367
C -3.671266 -0.721200 2.420219  -0.1443
O -2.451758 -1.112320 1.752499  -0.2464
C -1.908569 -2.313467 2.242172  -0.1144
N -5.218268 1.183977 2.126721  0.0511
H -2.401552 2.343226 1.881611  0.0577
H -1.953887 1.237957 3.031540  0.0671
H -3.300994 2.321562 3.441939  0.0768
H -3.461791 0.818741 0.948065  0.1045
H -4.401729 -1.378856 1.944368  0.1268
H -3.685056 -0.651512 3.509008  0.1368
H -2.567229 -3.164435 2.019923  0.0946
H -1.409230 -2.355758 3.210872  0.0835
H -1.123698 -2.670518 1.558650  0.0817
H -5.332585 2.081375 1.670576  0.0375
H -5.903834 0.609226 1.647136  0.0735
C 7.530414 2.277941 2.074280  -0.0443
C 6.571971 1.095107 1.857612  -0.4530
C 5.372647 1.011478 2.793439  -0.1782
O 5.777830 0.646977 4.116448  -0.1907
C 6.132861 -0.701489 4.258019  -0.1250
N 6.222987 1.008608 0.448577  0.0428
H 8.342745 2.418889 1.372908  0.0751
H 7.813085 2.424957 3.118445  0.0747
H 6.812208 3.106887 1.977098  0.0574
H 7.149828 0.161379 1.909333  0.1239
H 4.549332 0.366839 2.477153  0.1121
H 4.991903 2.034172 2.882950  0.1240
H 5.355228 -1.333274 3.812674  0.0790
H 6.161022 -0.905271 5.331049  0.0865
H 7.134252 -0.948693 3.891926  0.0822
H 5.725433 1.804305 0.066250  0.0415
H 5.689503 0.156412 0.339426  0.0499
C -2.497204 -4.817230 -1.684551  -0.0519
C -1.222843 -5.514604 -2.188413  -0.4076
C -0.004725 -4.807841 -1.636307  -0.2132
O 0.155263 -4.956598 -0.243535  -0.1799
C 1.377502 -4.574733 0.272021  -0.1264
N -1.257628 -6.889498 -1.667790  0.0382
H -2.566726 -4.704171 -0.602590  0.0764
H -3.296214 -5.437336 -2.092289  0.0777
H -2.599506 -3.797426 -2.058625  0.0489
H -1.215135 -5.444568 -3.274423  0.1344
H -0.099107 -3.721403 -1.788233  0.1102
H 0.873293 -5.154451 -2.198211  0.1306
H 1.374625 -4.705265 1.354409  0.0632
H 1.579989 -3.523453 0.012570  0.0592
H 2.284261 -5.096695 -0.070241  0.1039
H -0.545393 -7.511872 -2.037763  0.0695
H -0.991574 -6.831746 -0.688248  0.0663

Atomic forces in eV per Å
C 0.4967 -0.1597 0.4930
O -1.3527 -0.0934 -0.6799
C -0.8838 0.3826 0.5068
C 1.8738 0.2465 -0.8848
N 1.1782 0.8086 -0.3726
C -0.7016 -0.2797 -0.9440
C -0.2659 -0.2074 0.9063
O 0.1921 -0.3656 -0.1654
C -0.5350 -0.0325 0.3921
H -0.1952 -0.0905 0.2331
H 0.0657 -0.2159 0.0251
H 0.2041 0.3746 -0.4439
H 0.0235 0.0309 0.2054
H 0.4472 0.0356 0.5502
H -0.0490 -0.0228 -0.1682
H -0.1153 -0.4701 0.3231
H -0.6107 -0.3102 0.8894
H -0.1826 -0.1262 0.0901
H 0.1608 0.0732 -0.2824
H -0.0905 0.0162 0.1087
H -0.2188 0.0063 -0.3159
H -0.0434 0.3288 0.1869
H 0.5039 0.2788 -0.3551
H 0.0824 -0.2495 -0.2846
C 0.3854 -0.0469 0.3206
C -0.3807 0.0459 -0.2057
C -0.1323 -0.1460 -1.1700
O 0.3942 -0.8779 0.0659
C 0.1964 0.5900 1.4173
N -0.5371 0.1422 0.2146
H 0.0102 0.2479 0.0040
H -0.0210 -0.0319 0.0065
H -0.4407 0.0917 0.0481
H 0.1427 -0.0225 -0.1070
H 0.1690 0.4270 0.2723
H -0.1703 0.0428 0.0529
H -0.0278 -0.0155 -0.3483
H 0.2862 -0.2507 -0.3502
H -0.2713 0.0097 -0.0005
H 0.2378 -0.0574 0.0079
H 0.0654 -0.2591 -0.1997
C -0.8758 0.2978 -0.4610
C 0.1075 -1.2641 0.5906
C -0.8746 0.7195 0.8695
O 0.7401 0.0785 -0.3239
C -1.4164 -1.2226 0.8834
N 0.2789 0.5409 0.5256
H -0.0077 -0.3736 -0.0632
H 0.0551 -0.1243 0.0288
H 0.6088 -0.1241 0.2752
H -0.1172 0.3652 -0.9703
H 0.1548 0.1726 -0.1622
H 0.5021 -0.2689 -0.2205
H 0.4037 0.6794 -0.2347
H 0.3725 0.4558 -0.0899
H -0.0442 0.0348 -0.3476
H 0.6293 0.5104 -0.3597
H 0.1215 0.0999 -0.0477
C 1.0592 0.1382 -1.3405
C -0.2561 0.1404 0.7780
C 0.2059 0.1803 0.7496
O -0.6530 -0.6188 0.0773
C -0.0444 2.1310 -0.3320
N 0.0694 -0.1758 0.2782
H -0.2340 0.0919 -0.1048
H 0.1882 -0.0603 0.5957
H -0.8517 -0.1534 0.3537
H -0.1779 -0.2925 -0.3905
H 0.0293 0.0463 -0.1287
H -0.0995 0.1716 -0.3582
H -0.1540 -0.5483 0.1282
H -0.0096 0.1574 -0.1616
H 0.7371 -1.1681 -0.0986
H 0.1696 0.0530 0.0474
H 0.0447 -0.0247 0.0181
C 0.8225 -0.1783 -1.2580
C -0.2047 1.1208 2.4318
C 0.1059 1.6861 -0.7180
O -0.4485 -0.3077 -0.6953
C 0.1959 0.7687 0.9740
N -0.4879 -0.6275 -1.5915
H 0.0929 -0.2828 0.3722
H 0.0824 -0.0046 -0.0044
H -0.2742 0.0382 0.3417
H -0.0158 -0.8277 -0.3054
H 0.1180 -0.0210 -0.0724
H -0.0558 -0.6320 0.5135
H 0.3080 0.0814 -0.6379
H 0.2213 -0.2838 0.2893
H -0.2322 -0.4308 0.2061
H -0.3475 -0.3103 0.5038
H 0.2927 0.6163 0.0173
C 0.4314 -0.2663 0.0405
C 0.7208 0.3429 -0.3961
C 0.3862 1.3559 -1.6560
O 0.0668 -0.1594 1.5936
C 0.6371 -1.8483 -1.6946
N -0.4892 0.3001 -0.0292
H -0.4451 0.4558 0.0608
H -0.2910 -0.4089 0.2535
H -0.1249 -0.0188 -0.0592
H -0.6041 -0.6120 -0.4469
H -0.6157 0.0924 0.7154
H 0.3540 -0.9554 0.0976
H -0.6428 0.1827 0.9798
H -0.6440 0.4848 0.3712
H 0.3163 0.8319 -0.1338
H 0.2639 0.2318 0.2749
H 0.3132 -0.4193 0.0319
C -2.3176 0.8273 1.0076
C 1.4788 -1.4452 -1.1298
C 0.8403 0.8960 0.9095
O -0.0717 0.4217 -0.1223
C -0.1780 -0.0798 0.5627
N -0.1128 0.0874 -0.4258
H 0.0026 -0.4162 -0.0705
H 0.4554 -0.5801 -0.0431
H 0.4738 0.4423 -0.4875
H 0.0027 0.0374 0.8398
H 0.2174 -0.1724 -0.4326
H -0.3030 -0.0692 0.1067
H 0.2288 -0.2162 -0.1306
H -0.1210 0.0079 -0.0270
H -0.1396 0.0383 -0.3774
H -0.1497 0.0305 0.2118
H -0.2804 0.2513 -0.4244
C -0.1572 -0.0689 -0.7192
C -0.2446 0.2850 2.0031
C 0.8899 1.3587 -0.6752
O -0.8149 -1.4383 -0.0159
C 0.9318 0.7365 0.1256
N 0.0185 -0.4384 -0.1316
H 0.1332 -0.5372 0.0710
H -0.3900 0.2538 0.4152
H 0.1697 -0.0925 -0.3256
H 0.1469 -0.3460 -0.0490
H 0.0326 -0.0223 -0.4419
H 0.2197 -0.0497 0.2976
H -0.4109 0.0062 -0.3546
H -0.1742 -0.0975 0.3148
H -0.3991 -0.4847 -0.4621
H -0.0117 0.2811 -0.5057
H -0.3230 0.1051 0.0707

Calculated values
- structure (SMILES) = COC[C@H](C)N.COC[C@H](C)N.COC[C@H](C)N.COC[C@H](C)N.COC[C@H](C)N.COC[C@H](C)N.COC[C@H](C)N.COCCNCCOC
- DFT total energy (eV) = -67090.319
- max |F| (eV/Å) = 2.69
- multiplicity = 1
- orbital gap (eV) = 8.88